Record 1
DFT (ωB97M-V/def2-TZVPD) results for a structure of composition C18H14BrN4O6PdS4Sb.

The geometry in XYZ format:
```
49
Properties=species:S:1:pos:R:3:lowdin_charge:R:1
Pd -0.374 0.074 -0.219 0.465
C -7.395 0.477 0.657 -0.048
C -6.267 -0.486 0.404 -0.271
C -5.430 -0.307 -0.698 -0.039
C -4.382 -1.173 -0.947 -0.048
C -4.185 -2.255 -0.099 -0.269
C -5.004 -2.460 0.998 -0.051
C -6.039 -1.567 1.247 -0.042
S -2.838 -3.349 -0.434 0.564
O -3.054 -4.546 0.340 -0.309
O -2.743 -3.468 -1.873 -0.404
N -1.526 -2.511 -0.056 -0.275
C -1.099 -2.329 1.254 -0.371
C -1.353 -3.250 2.283 -0.002
C -0.810 -3.047 3.531 -0.063
C 0.013 -1.951 3.756 -0.068
C 0.200 -1.073 2.712 -0.136
N -0.373 -1.218 1.519 -0.034
H -7.046 1.509 0.604 0.067
H -7.842 0.313 1.637 0.071
H -8.179 0.361 -0.095 0.082
H -5.598 0.529 -1.366 0.118
H -3.715 -1.017 -1.789 0.068
H -4.837 -3.317 1.636 0.108
H -6.681 -1.719 2.107 0.107
H -1.941 -4.129 2.063 0.092
H -1.004 -3.763 4.320 0.106
H 0.491 -1.775 4.709 0.099
H 0.833 -0.204 2.828 0.091
S 0.134 -3.983 -3.336 -0.114
Sb -0.245 -2.222 -2.037 0.290
S -1.124 -0.154 -2.518 0.079
S 1.431 -1.304 -0.749 0.049
Br -3.679 7.230 -1.963 0.706
C -3.833 5.491 -1.219 -0.668
C -5.074 5.045 -0.794 -0.206
N -5.252 3.842 -0.257 0.070
C -4.184 3.053 -0.141 -0.079
C -2.908 3.418 -0.550 -0.095
C -2.724 4.676 -1.101 -0.046
C -1.728 2.482 -0.398 -0.670
O -2.015 1.330 0.083 -0.189
O -0.614 2.880 -0.729 -0.005
H -5.946 5.681 -0.887 0.095
H -4.331 2.079 0.306 0.104
H -1.736 4.977 -1.421 0.118
O -0.328 2.327 2.484 0.094
N 0.811 2.320 2.152 -0.191
O 1.413 1.735 1.312 0.051
```

As for the expectation value of S²: 0.76. The value obtained for the highest occupied orbital energy (alpha / beta) is -5.660 / -5.649 eV. The spin multiplicity is 2. Its LUMO energy (alpha / beta) is 2.06 / 0.57 eV. Its charge is -1.

---

Record 2
DFT (ωB97M-V/def2-TZVPD) results for the molecule C18H14ClN3OS2 in a non-equilibrium geometry.

The geometry in XYZ format:
```
39
Properties=species:S:1:pos:R:3:lowdin_charge:R:1
O 1.353 0.460 -1.683 0.040
C 2.342 0.250 -1.022 -0.505
N 3.335 -0.562 -1.467 0.141
C 4.509 -0.921 -0.785 -0.207
C 4.448 -1.303 0.558 -0.172
C 5.626 -1.633 1.209 -0.030
C 6.839 -1.610 0.543 -0.082
C 6.885 -1.269 -0.798 -0.082
C 5.722 -0.926 -1.463 -0.014
H 5.747 -0.655 -2.508 0.115
H 7.826 -1.265 -1.327 0.104
H 7.747 -1.870 1.066 0.103
H 5.589 -1.926 2.248 0.114
C 3.113 -1.385 1.238 -0.125
C 2.531 0.000 1.536 -0.203
C 2.644 0.918 0.318 -0.474
H 3.666 1.306 0.258 0.120
S 1.652 2.450 0.508 1.001
C 0.015 1.955 0.252 -0.893
N -0.873 2.821 -0.106 -0.057
N -2.089 2.335 -0.199 0.006
C -2.200 1.080 0.082 -0.515
C -3.435 0.337 0.033 -0.228
C -4.611 0.993 -0.342 -0.012
C -5.806 0.307 -0.394 -0.094
C -5.835 -1.043 -0.070 -0.675
C -4.678 -1.710 0.303 -0.100
C -3.484 -1.020 0.353 -0.047
H -2.579 -1.535 0.643 0.090
H -4.716 -2.759 0.550 0.106
Cl -7.331 -1.902 -0.132 0.676
H -6.715 0.811 -0.683 0.106
H -4.562 2.041 -0.589 0.114
S -0.662 0.354 0.540 1.082
H 1.486 -0.112 1.830 0.058
H 3.065 0.466 2.366 0.123
H 2.418 -1.921 0.584 0.130
H 3.202 -1.943 2.170 0.120
H 3.243 -0.864 -2.429 0.166
```

As for the SMILES: O=C1Nc2ccccc2CC[C@@H]1Sc1nnc(-c2ccc(Cl)cc2)s1. The value obtained for the highest occupied orbital energy is -8.251 eV. Its LUMO energy is 0.01 eV. Its charge is 0.

---

Record 3
DFT (ωB97M-V/def2-TZVPD) results for a structure of composition C18H14GaN5O2.

The geometry in XYZ format:
```
40
Properties=species:S:1:pos:R:3:lowdin_charge:R:1
Ga 0.110 -0.127 0.099 0.343
O 1.573 0.846 0.713 -0.024
C 2.250 1.815 0.141 -0.294
C 3.497 2.163 0.695 0.001
C 4.253 3.176 0.155 -0.067
C 3.811 3.905 -0.956 -0.091
C 2.594 3.591 -1.503 -0.045
C 1.800 2.554 -0.980 -0.136
C 0.527 2.313 -1.595 -0.033
N -0.272 1.367 -1.267 -0.007
C -1.566 1.197 -1.898 -0.171
C -2.557 0.918 -0.772 -0.163
N -1.941 -0.050 0.130 0.008
C -2.683 -0.855 0.806 -0.040
C -2.228 -1.819 1.758 -0.137
C -3.196 -2.651 2.358 -0.047
C -2.852 -3.574 3.308 -0.092
C -1.504 -3.675 3.688 -0.066
C -0.538 -2.876 3.130 0.003
C -0.866 -1.925 2.140 -0.300
O 0.085 -1.183 1.649 -0.024
H 3.834 1.599 1.553 0.122
H 5.211 3.412 0.601 0.108
H 4.416 4.699 -1.371 0.101
H 2.224 4.142 -2.361 0.112
H 0.230 2.999 -2.393 0.141
H -1.516 0.333 -2.566 0.127
H -1.859 2.075 -2.478 0.125
H -3.505 0.546 -1.166 0.125
H -2.749 1.843 -0.222 0.130
H -3.764 -0.807 0.655 0.140
H -4.230 -2.544 2.050 0.112
H -3.599 -4.211 3.759 0.100
H -1.218 -4.400 4.441 0.108
H 0.500 -2.951 3.422 0.121
N 0.470 -1.437 -1.261 0.191
C 0.960 -2.148 -2.056 -0.270
N 1.526 -2.913 -2.879 0.086
C 1.413 -2.730 -4.189 -0.389
N 1.360 -2.617 -5.338 0.094
```

The value obtained for the highest occupied orbital energy is -8.561 eV. Its LUMO energy is -0.54 eV. Its charge is 0.

---

Record 4
DFT (ωB97M-V/def2-TZVPD) results for a structure of composition C18H14N12OPtS5.

The geometry in XYZ format:
```
51
Properties=species:S:1:pos:R:3:lowdin_charge:R:1
Pt -0.296 -0.085 -0.102 1.233
O -1.955 -3.835 0.348 0.100
C -1.207 -2.885 0.230 -0.458
N -1.599 -1.574 0.288 -0.120
C -2.995 -1.308 0.539 -0.147
C -3.319 0.159 0.392 -0.295
C -4.637 0.597 0.358 -0.018
C -4.890 1.948 0.203 -0.043
C -3.824 2.834 0.097 -0.040
C -2.543 2.325 0.137 -0.125
N -2.307 1.018 0.280 -0.020
C 0.285 -3.072 0.087 -0.200
C 0.844 -4.327 0.230 0.021
C 2.225 -4.442 0.175 -0.031
C 2.993 -3.306 -0.017 -0.031
C 2.353 -2.086 -0.162 -0.109
N 1.031 -1.984 -0.122 -0.037
H -3.245 -1.626 1.558 0.149
H -3.629 -1.902 -0.125 0.137
H -5.444 -0.119 0.435 0.124
H -5.909 2.308 0.155 0.116
H -3.981 3.895 -0.028 0.114
H -1.670 2.958 0.033 0.110
H 0.194 -5.174 0.397 0.125
H 2.697 -5.408 0.294 0.115
H 4.072 -3.354 -0.047 0.112
H 2.901 -1.163 -0.306 0.122
N 1.470 2.819 1.035 0.144
C 1.503 1.706 1.844 -0.485
N 2.140 1.641 2.994 0.036
N 1.910 0.383 3.434 -0.083
N 1.190 -0.273 2.599 -0.085
N 0.897 0.553 1.565 -0.147
C 1.095 2.801 -0.289 -0.489
N 1.216 3.848 -1.088 0.039
N 0.720 3.428 -2.266 -0.073
N 0.323 2.209 -2.187 -0.099
N 0.554 1.762 -0.926 -0.143
H 1.987 3.623 1.346 0.143
C 1.517 0.955 -5.000 -0.367
S 0.246 0.024 -5.911 0.861
C -1.165 0.348 -4.948 -0.984
C -1.307 0.080 -3.581 -1.087
S -0.187 -0.761 -2.682 0.754
S -2.775 0.698 -2.877 0.939
C -3.524 1.262 -4.332 -1.458
S -5.014 1.902 -4.401 0.633
S -2.482 1.118 -5.722 0.973
H 2.357 1.023 -5.690 0.039
H 1.815 0.440 -4.094 0.000
H 1.151 1.951 -4.766 0.035
```

As for the expectation value of S²: 6.05. The value obtained for the highest occupied orbital energy (alpha / beta) is -7.847 / -8.032 eV. The spin multiplicity is 5. Its LUMO energy (alpha / beta) is -0.95 / -3.39 eV. Its charge is 0.

---

Record 5
DFT (ωB97M-V/def2-TZVPD) results for a cluster of 2 separate species, C18H14N2O5 in total in a non-equilibrium geometry.

The geometry in XYZ format:
```
39
Properties=species:S:1:pos:R:3:lowdin_charge:R:1
O 3.922 -4.581 1.858 0.117
N 3.216 -5.290 1.272 0.003
O 2.043 -5.629 2.042 -0.067
C 1.022 -4.710 1.732 -0.422
C 0.576 -4.536 0.298 -0.111
C -0.418 -3.385 0.573 -0.070
C -1.051 -3.901 1.882 -0.469
O -2.021 -3.519 2.381 0.157
N -0.229 -4.947 2.436 0.116
H 1.343 -3.736 2.103 0.145
H 1.316 -4.386 -0.460 0.109
H -0.087 -5.348 0.047 0.119
H 0.153 -2.496 0.807 0.118
H -1.087 -3.284 -0.256 0.116
H -0.579 -5.859 2.159 0.141
C 0.804 3.953 -4.137 -0.057
C 1.082 5.065 -3.348 -0.056
C 0.829 5.033 -1.988 -0.002
C 0.287 3.892 -1.410 -0.082
C -0.011 2.783 -2.206 -0.083
C 0.258 2.816 -3.568 -0.003
C -0.632 1.566 -1.615 -0.278
O -0.884 0.598 -2.305 0.102
C -0.940 1.567 -0.159 -0.084
C -1.568 0.463 0.403 -0.007
C -1.848 0.439 1.758 -0.051
C -1.496 1.520 2.561 -0.052
C -0.876 2.626 2.006 -0.001
C -0.603 2.658 0.645 -0.083
C 0.038 3.868 0.058 -0.277
O 0.345 4.811 0.757 0.107
H 1.010 3.978 -5.199 0.107
H 1.499 5.957 -3.797 0.107
H 1.049 5.893 -1.371 0.121
H 0.036 1.952 -4.179 0.120
H -1.840 -0.378 -0.220 0.115
H -2.340 -0.422 2.192 0.106
H -1.711 1.498 3.622 0.109
H -0.605 3.469 2.627 0.121
```

As for the SMILES: O=C1c2ccccc2C(=O)c2ccccc21.O=NO[C@H]1CCC(=O)N1. The value obtained for the highest occupied orbital energy is -9.877 eV. Its LUMO energy is -1.02 eV. Its charge is 0.

---

Record 6
DFT (ωB97M-V/def2-TZVPD) results for a structure of composition C18H15AsNO10S2Sc in a non-equilibrium geometry.

The geometry in XYZ format:
```
48
Properties=species:S:1:pos:R:3:lowdin_charge:R:1
Sc -0.251 -0.167 1.337 0.780
O 1.635 3.780 0.504 -0.294
As 0.834 2.721 1.800 0.921
O 1.763 2.986 3.112 -0.470
O 1.051 1.257 1.034 -0.464
C -0.725 3.914 1.950 -0.223
C -0.485 5.259 2.182 -0.080
C -1.556 6.101 2.445 -0.095
C -2.855 5.604 2.484 -0.096
C -3.094 4.259 2.243 -0.056
C -2.020 3.431 1.973 -0.254
S -2.140 1.653 1.813 0.509
O -3.516 1.343 2.062 -0.264
O -1.108 1.258 2.798 -0.370
O -1.629 1.396 0.450 -0.337
H 1.639 3.185 -0.260 0.012
H 0.537 5.615 2.178 0.106
H -1.378 7.151 2.642 0.092
H -3.682 6.267 2.714 0.092
H -4.086 3.830 2.289 0.108
N 2.787 -1.130 2.467 0.137
C 3.433 -1.189 1.248 -0.271
C 4.667 -0.542 1.095 -0.046
C 5.469 -0.772 -0.008 -0.132
C 5.058 -1.661 -0.992 -0.135
C 3.811 -2.260 -0.870 -0.054
C 2.969 -2.019 0.212 -0.141
C 1.591 -2.609 0.155 -0.233
C 1.502 -4.002 0.162 -0.070
C 0.302 -4.643 -0.098 -0.116
C -0.778 -3.877 -0.495 -0.119
C -0.676 -2.493 -0.508 -0.160
C 0.473 -1.767 -0.118 -0.109
H 2.825 -0.248 2.956 0.097
H 1.898 -1.596 2.542 0.049
H 5.004 0.134 1.873 0.105
H 6.431 -0.276 -0.086 0.084
H 5.682 -1.856 -1.857 0.078
H 3.459 -2.912 -1.662 0.108
H 2.386 -4.578 0.418 0.103
H 0.220 -5.720 -0.007 0.085
H -1.713 -4.358 -0.766 0.091
H -1.547 -1.938 -0.849 0.086
O -2.182 -1.300 4.039 -0.306
S -1.535 -1.773 2.841 0.348
O -1.655 -3.199 2.636 -0.310
O -0.045 -1.379 2.842 -0.387
O -1.996 -1.014 1.606 -0.401
```

The value obtained for the highest occupied orbital energy is -2.458 eV. Its LUMO energy is 4.54 eV. Its charge is -2.

---

Record 7
DFT (ωB97M-V/def2-TZVPD) results for a structure of composition C18H15BeN4O7.

The geometry in XYZ format:
```
45
Properties=species:S:1:pos:R:3:lowdin_charge:R:1
Be 0.335 0.831 0.557 0.088
O -0.444 2.076 -0.049 -0.194
C -0.486 2.069 -1.435 -0.223
C 0.128 0.797 -1.957 -0.225
C 0.205 0.429 -3.292 -0.010
C 0.738 -0.806 -3.606 -0.061
C 1.179 -1.639 -2.587 -0.057
C 1.078 -1.193 -1.287 -0.066
N 0.573 0.002 -0.993 0.110
H -1.843 1.938 0.424 0.060
H 0.032 2.941 -1.857 0.126
H -1.526 2.095 -1.796 0.121
H -0.168 1.095 -4.058 0.119
H 0.798 -1.128 -4.637 0.107
H 1.584 -2.618 -2.795 0.104
H 1.396 -1.793 -0.446 0.130
O 6.447 1.842 3.150 -0.053
C 5.501 1.243 3.685 -0.707
O 5.379 0.777 4.826 -0.036
C 4.204 1.202 2.827 -0.080
C 4.104 1.971 1.671 0.006
C 2.950 1.925 0.918 -0.073
N 1.924 1.145 1.255 0.086
C 2.007 0.400 2.364 -0.135
C 3.119 0.402 3.179 0.074
C 0.737 -0.400 2.597 -0.533
O 0.640 -1.207 3.493 0.081
O -0.181 -0.104 1.724 -0.004
H 4.950 2.580 1.389 0.111
H 2.825 2.515 0.017 0.117
H 3.153 -0.196 4.078 0.129
C -3.915 -3.206 -1.322 -0.029
N -3.683 -1.878 -0.794 -0.053
C -4.483 -1.348 0.162 -0.058
C -4.265 -0.115 0.657 0.021
C -3.119 0.573 0.141 -0.390
O -2.825 1.736 0.654 0.097
N -2.371 0.091 -0.817 0.210
C -2.620 -1.132 -1.349 -0.471
O -1.988 -1.618 -2.270 0.054
H -4.543 -3.757 -0.624 0.085
H -2.960 -3.712 -1.443 0.092
H -4.400 -3.160 -2.299 0.094
H -5.292 -1.980 0.507 0.126
H -4.872 0.314 1.436 0.110
```

The value obtained for the highest occupied orbital energy is -5.233 eV. Its LUMO energy is 2.34 eV. Its charge is -1.

---

Record 8
DFT (ωB97M-V/def2-TZVPD) results for a structure of composition C18H15BrN6PdS2 in a non-equilibrium geometry.

The geometry in XYZ format:
```
43
Properties=species:S:1:pos:R:3:lowdin_charge:R:1
Pd -0.747 -0.020 -0.088 1.043
N -3.999 -0.759 0.225 0.131
C -3.628 0.490 0.531 -0.684
N -2.390 0.942 0.404 -0.096
C -2.274 2.270 0.820 -0.310
C -3.422 2.805 1.274 -0.293
S -4.709 1.654 1.174 1.153
C -0.952 2.865 0.650 -0.331
C -0.522 4.093 0.995 -0.309
S 1.124 4.291 0.540 1.144
C 1.151 2.692 -0.099 -0.659
N -0.001 2.057 0.027 -0.002
N 2.253 2.167 -0.647 0.146
H -3.354 -1.383 -0.229 0.105
H -4.961 -1.048 0.284 0.123
H -3.606 3.810 1.617 0.098
H -1.070 4.892 1.468 0.097
H 3.078 2.725 -0.786 0.122
H 2.194 1.288 -1.132 0.069
Br 3.687 -0.039 -5.869 0.860
C 2.833 -0.365 -4.244 -0.686
C 1.590 0.193 -3.989 -0.092
C 0.971 -0.049 -2.770 -0.054
C 1.592 -0.846 -1.817 -0.277
C 2.838 -1.415 -2.078 -0.008
C 3.455 -1.171 -3.289 -0.085
N 0.889 -1.049 -0.568 -0.041
C 1.256 -1.929 0.287 -0.016
C 0.447 -2.136 1.487 -0.232
C 0.850 -2.952 2.525 0.033
C 0.019 -3.064 3.637 0.005
C -1.170 -2.360 3.656 0.003
C -1.510 -1.564 2.567 -0.077
N -0.724 -1.457 1.503 0.014
H 1.104 0.807 -4.734 0.118
H -0.004 0.384 -2.585 0.099
H 3.353 -2.040 -1.362 0.115
H 4.422 -1.607 -3.498 0.119
H 2.124 -2.559 0.126 0.140
H 1.791 -3.483 2.472 0.136
H 0.302 -3.693 4.470 0.134
H -1.844 -2.426 4.498 0.130
H -2.437 -1.008 2.548 0.113
```

The value obtained for the highest occupied orbital energy is -13.831 eV. Its LUMO energy is -7.36 eV. Its charge is +2.